194
Properties=species:S:1:pos:R:3:forces:R:3 method="wB97M-V/def2-TZVPD" charge=0 lumo_energy_ev=0.355 gap_ev=8.803 relative_energy_kcal_mol=0.0 e_homo_ev=-8.45 spin_multiplicity=1 fmax_ev_per_a=3.401
C 2.338262 3.631993 1.114883 -0.357 1.387 0.070
C 3.031265 5.004165 1.530625 -0.604 -1.433 -0.420
O 2.256295 6.147298 1.206924 0.220 -0.520 0.233
O 1.026257 3.602104 1.725653 1.490 0.541 0.296
H 2.954329 2.777208 1.393984 0.092 -0.031 0.503
H 2.234725 3.548896 0.032991 -0.127 0.321 -0.189
H 3.994939 5.101672 1.030693 0.003 -0.143 -0.079
H 3.205969 4.952873 2.605311 0.081 0.017 0.120
H 1.697879 6.261382 1.979431 -0.389 0.381 -0.210
H 0.421560 3.022220 1.256956 -0.605 -0.510 -0.657
C 1.211369 -4.694607 2.418523 -2.056 -0.433 1.858
C 1.925760 -3.400729 2.437181 0.180 0.217 -1.090
O 2.649821 -3.316569 1.219401 0.762 0.990 -0.093
O -0.063273 -4.605330 1.714591 1.702 -0.203 -0.245
H 0.844018 -4.879791 3.427907 0.411 -0.404 0.280
H 1.849363 -5.517116 2.095186 -0.179 0.034 -0.143
H 2.656177 -3.307484 3.240855 -0.165 -0.098 -0.002
H 1.179421 -2.606855 2.466252 0.002 0.230 0.402
H 2.054908 -3.471669 0.482096 -0.285 -0.112 -0.301
H 0.171308 -4.735695 0.792867 -0.505 0.241 -0.596
C -0.840098 5.990464 2.989007 -0.717 -0.734 -0.404
C -1.767021 5.063299 2.141234 1.675 0.626 1.930
O -3.100161 5.421876 2.339778 -1.186 -0.410 -0.047
O -0.875926 7.282060 2.435289 0.891 0.679 -0.274
H 0.165872 5.576394 3.057204 0.208 0.304 -0.776
H -1.086058 6.030616 4.050131 -0.812 -0.158 0.101
H -1.617389 4.078670 2.584203 -0.341 -0.297 -0.379
H -1.436544 5.073659 1.102590 -0.057 0.030 -0.105
H -3.293901 6.347489 2.174570 0.284 -0.002 -0.240
H -1.771162 7.627931 2.412439 0.019 -0.066 0.238
C -0.738837 1.772724 4.335738 0.437 0.682 0.742
C -0.015534 2.927852 5.030427 0.158 0.799 -0.751
O 1.228788 3.314113 4.420584 -0.508 -0.729 1.116
O -0.152872 0.571744 4.732680 0.495 -1.316 0.101
H -0.629835 1.882948 3.256824 -0.226 0.090 -0.252
H -1.790337 1.788481 4.622456 -0.172 0.191 -0.173
H 0.164635 2.716754 6.084504 0.031 -0.161 -0.100
H -0.670544 3.796529 4.963658 -0.348 0.211 0.217
H 1.073627 3.275582 3.473984 0.172 0.186 -0.715
H -0.806692 -0.026105 5.102401 0.007 0.070 -0.084
C 0.801882 1.154335 -3.526842 0.919 0.766 0.963
C 1.162996 2.637342 -3.142850 0.893 -2.482 -2.148
O 0.111833 3.146822 -2.457420 -1.716 1.554 1.712
O -0.155768 1.039349 -4.580105 0.851 0.099 0.327
H 0.444407 0.688324 -2.608609 -0.383 0.059 0.157
H 1.737049 0.618584 -3.689672 -0.133 -0.146 -0.996
H 1.368448 3.191688 -4.058602 0.032 0.143 -0.223
H 2.087239 2.661402 -2.565528 -0.240 -0.063 0.396
H -0.597894 3.434232 -3.036455 0.069 0.131 -0.065
H -0.801535 1.727243 -4.402957 -0.392 -0.080 -0.124
C -6.562153 -1.871696 -5.542654 -0.898 -0.076 -0.230
O -5.742122 -0.857402 -5.002248 -0.142 -0.174 0.045
C -5.205519 -0.028023 -6.010715 0.888 0.707 0.097
C -4.058227 0.841490 -5.452700 -0.239 -0.351 0.274
N -4.417051 1.820811 -4.423066 1.236 -2.242 -0.108
C -5.319970 2.829572 -4.789621 -0.170 1.497 1.458
C -5.685097 3.515954 -3.441211 -0.588 0.743 -1.369
O -6.326966 2.609931 -2.608725 -0.370 -1.727 0.856
C -6.503623 3.031206 -1.257395 -0.145 0.497 -0.651
H -7.312950 -2.242647 -4.844951 0.603 -0.010 0.741
H -6.003287 -2.712767 -5.952974 0.257 -0.004 0.053
H -7.240273 -1.516141 -6.318432 0.309 0.473 -0.518
H -5.979412 0.614380 -6.430860 -0.260 -0.051 -0.163
H -4.751528 -0.612846 -6.810704 -0.159 -0.278 -0.236
H -3.509177 1.335960 -6.254042 -0.419 0.263 -0.361
H -3.298000 0.153777 -5.082284 -0.056 -0.062 0.518
H -4.805881 1.332198 -3.629234 0.010 -0.252 0.134
H -6.250867 2.539745 -5.276993 -0.125 -0.218 -0.220
H -4.758483 3.536891 -5.399978 -0.402 0.353 -0.246
H -6.392627 4.305863 -3.693299 0.025 0.558 0.137
H -4.801183 3.936465 -2.961660 0.245 0.055 0.006
H -6.795957 2.259388 -0.545385 0.527 -0.726 -0.572
H -7.371615 3.688086 -1.200927 0.246 0.730 -0.063
H -5.563935 3.495506 -0.958192 -0.190 0.286 0.506
C 4.011252 -5.667733 4.964149 -0.435 0.779 -1.954
O 3.952931 -5.726066 3.488801 -0.581 -0.370 1.360
C 4.999578 -6.469709 2.862307 -0.210 0.693 0.735
C 4.714001 -6.530580 1.366889 -0.174 0.900 0.436
N 4.678715 -5.209323 0.684617 1.058 -1.855 -0.254
C 6.049752 -4.683963 0.475219 -1.616 0.769 -0.259
C 5.939219 -3.420683 -0.417835 0.228 -0.818 0.285
O 5.567602 -3.856264 -1.696726 -0.578 -0.260 -1.082
C 5.334234 -2.794047 -2.637258 1.021 -0.807 1.234
H 3.127060 -5.093268 5.240370 -0.034 -0.039 -0.010
H 4.871112 -5.058950 5.243659 0.283 -0.351 0.245
H 3.938580 -6.630597 5.469809 0.380 -0.168 -0.277
H 5.018667 -7.473739 3.286174 0.224 -0.230 0.019
H 5.898898 -5.918703 3.137462 0.634 -0.319 -0.292
H 3.765571 -7.066158 1.325238 -0.369 0.283 -0.419
H 5.426068 -7.202204 0.887325 0.219 0.205 -0.106
H 4.093131 -4.544207 1.169197 -0.052 0.043 0.094
H 6.651490 -5.430241 -0.043508 0.033 -0.007 0.078
H 6.471371 -4.444811 1.451521 0.633 0.204 -0.060
H 6.886614 -2.886511 -0.490012 0.343 0.100 0.187
H 5.201465 -2.733623 -0.003371 -0.266 0.144 0.168
H 6.251526 -2.206431 -2.600301 -0.177 0.694 -0.270
H 4.453680 -2.236731 -2.317674 -0.044 0.299 -0.275
H 5.256860 -3.200062 -3.645855 -0.305 -0.165 0.230
C 3.026482 -0.083708 -0.186740 -0.838 0.357 1.191
O 1.724760 0.446409 -0.352026 -0.717 1.057 -1.305
C 0.860469 0.317459 0.762079 -1.137 -1.437 -0.363
C -0.649409 0.576339 0.347499 2.203 0.343 0.579
N -0.851090 2.007930 0.203713 -1.351 0.196 0.340
C -2.301936 2.256800 -0.060920 0.607 0.202 -0.742
C -2.919868 1.308648 -1.116913 -1.237 1.164 -0.055
O -3.389453 0.116248 -0.581540 -0.440 -1.424 0.992
C -3.952991 -0.828631 -1.509287 1.048 0.698 0.317
H 3.031065 -1.165301 -0.321780 0.121 -0.124 -0.107
H 3.221244 0.134497 0.863288 1.031 -0.227 0.131
H 3.731517 0.429239 -0.840884 -0.166 -0.060 -0.032
H 1.154106 0.913777 1.625953 0.101 0.482 -0.070
H 0.981652 -0.716522 1.085066 -0.398 -0.336 0.288
H -1.353038 0.254209 1.115114 0.286 -0.444 0.060
H -0.868437 0.078551 -0.597132 0.098 -0.479 0.121
H -0.346914 2.317237 -0.614971 0.029 0.162 -0.335
H -2.381728 3.288139 -0.404538 0.126 0.047 -0.605
H -2.933293 2.346339 0.823100 0.265 -0.826 0.442
H -2.262512 1.172250 -1.975618 0.442 -0.207 -0.115
H -3.824624 1.770368 -1.512310 0.013 0.734 -0.339
H -4.842476 -0.505004 -2.049834 -0.089 0.529 0.046
H -4.226522 -1.724009 -0.951102 0.283 0.058 0.020
H -3.147528 -1.008700 -2.221252 -0.172 -0.561 -0.391
C 6.083948 2.453730 -1.416190 0.602 -0.775 -0.049
C 7.091803 1.621627 -0.580402 -1.051 1.027 0.853
C 6.785324 0.152001 -0.339701 -0.582 -0.264 -0.678
O 8.379152 1.702977 -1.136563 0.490 -0.251 -0.128
H 6.304982 3.516448 -1.515537 0.730 -0.002 0.227
H 5.097579 2.488591 -0.953633 -0.251 -0.672 -0.350
H 6.188823 2.022780 -2.411873 -0.917 0.071 -0.243
H 7.024048 2.073669 0.409131 0.618 0.173 0.412
H 6.608311 -0.405765 -1.259305 0.400 0.080 -0.318
H 5.854291 -0.023865 0.199131 0.030 0.414 0.375
H 7.594429 -0.328695 0.210186 0.024 0.133 -0.050
H 8.699644 2.607634 -1.114460 -0.107 0.103 0.021
C -2.146962 6.324677 -2.445689 -0.218 -0.421 -0.463
C -1.702795 7.444195 -1.557552 1.132 -0.810 2.121
C -0.296050 7.403829 -1.048774 1.574 -1.179 0.578
O -1.831574 8.686063 -2.101402 -1.418 2.203 -1.419
H -1.930333 5.337659 -2.037054 -0.148 0.020 0.337
H -1.634498 6.336470 -3.407636 0.227 0.262 -0.154
H -3.210591 6.419326 -2.664415 -0.074 -0.131 0.065
H -2.246748 7.469198 -0.613311 -0.888 -0.150 -0.170
H 0.415956 7.313439 -1.869128 0.199 0.324 -0.132
H -0.030016 6.597653 -0.365108 -0.359 -0.545 -0.134
H -0.075226 8.260055 -0.411436 -0.123 0.351 -0.490
H -1.451027 8.704668 -2.982560 0.125 -0.013 -0.093
C -2.804407 -2.546826 2.132199 0.130 -1.000 -0.250
C -3.418659 -4.035809 2.122716 -0.627 1.486 -0.030
C -3.910229 -4.425404 0.710254 0.682 0.662 0.569
O -2.493587 -4.950567 2.640153 -0.922 -0.006 0.289
H -1.784696 -2.658217 1.763565 0.107 0.038 -0.365
H -2.649580 -2.038708 3.084016 -0.396 -0.615 0.511
H -3.293996 -1.788553 1.521118 -0.340 -0.344 -0.340
H -4.316930 -4.077598 2.738712 0.141 0.086 0.475
H -3.028094 -4.302357 0.081927 -0.171 -0.232 -0.583
H -4.694369 -3.733808 0.402175 0.086 0.091 -0.162
H -4.317954 -5.434933 0.658102 0.282 -0.039 0.136
H -1.658368 -4.789503 2.195119 0.660 -0.145 -0.037
C 5.323119 -2.176141 3.355027 -1.047 -0.063 -0.924
C 6.633021 -1.909910 3.999416 1.057 -0.639 -0.370
C 7.867549 -1.896759 3.081603 -0.209 0.344 -0.829
O 6.568251 -0.692191 4.690423 0.001 0.264 0.536
H 4.992882 -1.491718 2.573620 0.352 0.379 -0.061
H 4.530665 -2.154727 4.103127 0.056 -0.103 0.139
H 5.328574 -3.157649 2.881002 -0.048 -0.183 0.147
H 6.729854 -2.766879 4.665998 0.345 -0.006 0.632
H 7.745189 -2.535317 2.206744 -0.033 -0.214 0.051
H 8.841300 -2.124895 3.515031 -0.242 -0.325 0.538
H 8.005834 -0.889833 2.687815 -0.274 0.186 -0.132
H 7.462573 -0.542205 5.005522 0.001 0.354 0.256
C -8.988982 -1.867834 1.798056 -0.593 -0.039 0.900
C -8.625237 -1.862708 0.353241 0.919 -0.042 -0.398
C -7.134473 -1.773276 0.013389 -0.317 1.317 0.610
O -9.019699 -3.076652 -0.203301 -0.979 -1.195 -0.876
H -8.408865 -2.516275 2.454635 0.730 0.307 -0.088
H -9.958662 -2.360875 1.866850 -0.377 0.447 -0.099
H -9.068910 -0.843898 2.163117 0.139 -0.140 0.419
H -9.241866 -1.087231 -0.101176 0.236 0.060 -0.405
H -6.956329 -1.649243 -1.054784 -0.140 -0.387 0.002
H -6.677591 -2.675538 0.419929 0.274 0.004 -0.160
H -6.670110 -0.909963 0.489989 0.180 0.029 0.185
H -8.391550 -3.723703 0.125854 -0.078 -0.333 -0.101
C -0.535071 -4.788888 -2.826486 1.244 0.369 -0.526
C 0.516692 -3.883586 -2.138499 -1.368 -0.727 0.081
C -0.012088 -2.535931 -1.816304 -0.495 1.606 -1.398
O 0.783992 -4.463746 -0.877585 1.115 -0.434 0.825
H -0.174655 -5.817546 -2.818245 -0.034 -0.146 0.274
H -0.506780 -4.537584 -3.886747 -0.689 0.187 -0.078
H -1.522028 -4.744442 -2.366032 0.081 0.180 -0.137
H 1.397913 -3.803112 -2.774966 0.291 -0.171 0.174
H 0.680404 -1.779926 -1.446152 0.307 -0.512 0.841
H -0.954797 -2.560003 -1.269658 0.174 -0.049 0.297
H -0.222828 -2.045085 -2.766441 -0.517 -0.087 -0.384
H 1.239129 -5.300841 -0.994668 0.202 -0.232 -0.122

35
Properties=species:S:1:pos:R:3:forces:R:3 method="wB97M-V/def2-TZVPD" charge=-2 lumo_energy_ev="4.749 / 4.750" gap_ev="4.698 / 4.474" e_homo_ev="0.05 / 0.28" spin_multiplicity=2 fmax_ev_per_a=3.770
Cu -0.101911 0.658863 1.361680 -0.112 1.601 -2.080
C 2.915389 4.687663 -2.909720 0.043 -0.122 0.284
C 3.219089 4.216163 -1.486920 0.127 0.303 -0.119
O 2.872689 2.887363 -1.288420 -0.123 -0.203 -0.101
P 1.322389 2.568863 -0.558220 0.615 -0.057 -0.081
S -1.265411 2.479463 0.873480 -0.455 0.137 0.164
S 1.839489 0.737063 0.156480 0.571 -0.203 0.199
O 0.460589 2.277763 -1.942420 -0.114 0.278 -0.202
C 0.316489 1.030163 -2.567420 -0.043 -0.400 -0.109
C 1.185089 0.956963 -3.820120 -0.180 0.136 0.290
H 3.187889 5.735863 -3.036020 0.043 0.158 -0.055
H 1.853389 4.565263 -3.101020 -0.155 -0.002 -0.085
H 3.467489 4.084763 -3.628020 0.044 -0.070 -0.118
H 2.685889 4.870363 -0.778720 0.058 -0.012 0.018
H 4.300689 4.311663 -1.291220 -0.130 0.101 0.009
H -0.747811 0.909763 -2.813820 0.127 0.005 0.009
H 0.604089 0.228463 -1.870620 -0.150 0.187 -0.179
H 0.862789 1.698963 -4.550420 0.030 0.105 -0.108
H 1.125389 -0.030837 -4.274820 0.003 -0.169 -0.075
H 2.213489 1.165963 -3.534020 0.131 -0.023 -0.043
O -0.103311 0.108263 3.142380 -1.292 -2.885 2.055
N -0.780511 -0.958137 3.405080 0.873 1.144 0.128
N -1.131711 -1.669437 2.364980 0.963 1.729 -0.881
O -0.835311 -1.326537 1.125080 -0.313 -0.751 0.559
C -1.861511 -2.810737 2.586480 -0.852 -1.467 0.531
C -2.143011 -3.268537 3.889580 0.205 0.363 -0.327
C -2.827711 -4.447137 4.072680 -0.213 -0.360 -0.018
C -3.260711 -5.205237 2.987380 0.034 0.059 -0.185
C -3.000011 -4.746337 1.698180 -0.232 -0.414 0.439
C -2.313711 -3.572037 1.493380 0.425 0.728 0.108
H -1.807411 -2.678637 4.728280 0.017 -0.017 0.014
H -3.028711 -4.798237 5.079880 0.014 0.053 -0.010
H -3.787811 -6.137837 3.140680 -0.036 -0.031 0.026
H -3.333411 -5.324237 0.844680 -0.010 0.007 -0.032
H -2.102311 -3.205737 0.501580 0.084 0.090 -0.024